Entry 1:
The following is a quantum chemistry calculation of C27H43BrCuN2OP2 as an isolated structure, from the OMol25 dataset.

The geometry in XYZ format:
```
77
Properties=species:S:1:pos:R:3:forces:R:3
C -1.542796 5.091262 -2.286319 0.170 -0.029 -0.409
C -1.853912 3.869514 -2.910633 -0.067 1.052 -1.158
C -1.929641 3.823441 -4.316456 0.231 0.460 0.324
C -1.633483 4.993007 -5.029808 -0.087 -0.481 0.558
N -1.298619 6.128234 -4.417500 -0.056 0.391 -0.496
C -1.267894 6.204036 -3.093074 -0.220 -0.925 0.352
C -2.040656 2.710542 -2.096089 1.748 0.874 4.100
C -1.848857 2.193865 -0.922742 0.372 4.389 -2.764
C -1.312578 1.889507 0.342536 -0.146 -1.283 1.220
C 0.062786 1.616309 0.477653 -0.368 -0.386 -0.114
C 0.469665 0.705217 1.437448 -0.049 -0.125 0.394
C -0.464786 0.109082 2.299006 -0.759 2.192 -1.511
C -1.786633 0.589005 2.327248 0.404 -0.252 0.495
C -2.208576 1.482599 1.368540 0.278 0.055 -0.757
Cu -2.784422 1.095285 -2.023950 -1.049 0.035 -1.136
P 2.872601 -1.677172 1.592694 2.991 -0.739 -0.088
H -2.164036 2.902191 -4.845065 -0.005 0.154 0.130
H -1.471683 5.155411 -1.203968 -0.090 0.003 -0.173
H -1.665035 4.983988 -6.125216 0.069 0.163 0.446
H -1.010972 7.156957 -2.626380 -0.041 -0.192 -0.303
H -3.252159 1.803908 1.330528 0.320 -0.161 -0.049
H 0.779690 2.036952 -0.224244 -0.187 -0.163 0.035
H -2.477037 0.231870 3.092029 0.176 0.038 -0.234
H 1.523735 0.432053 1.517041 -0.375 0.289 0.038
C 3.317245 -3.065392 2.723003 -1.020 -0.066 0.479
C 3.802954 -4.361023 2.079263 0.065 -0.203 -0.287
H 2.385026 -3.259271 3.279259 0.389 -0.097 0.053
H 4.052492 -2.687988 3.448298 -0.340 0.113 -0.238
H 4.030705 -5.088753 2.868207 -0.097 0.213 -0.160
H 3.037144 -4.803369 1.430979 0.188 0.068 0.121
H 4.717329 -4.219667 1.490829 -0.183 -0.028 0.178
C 3.291054 -2.208685 -0.115563 -1.177 -0.055 -0.305
C 3.464575 -1.062733 -1.110538 0.054 0.220 -0.137
H 2.439814 -2.837954 -0.424977 0.357 -0.014 -0.034
H 4.176390 -2.855354 -0.084092 -0.168 0.124 0.253
H 3.437775 -1.458356 -2.132177 0.034 0.072 0.228
H 2.664604 -0.315806 -1.026111 0.128 -0.142 -0.023
H 4.425039 -0.551685 -0.982294 -0.204 -0.087 0.011
C 4.137637 -0.390038 1.973133 -1.083 0.944 0.203
C 5.569917 -0.895858 2.061823 0.302 -0.439 -0.075
H 3.816612 0.084822 2.913925 0.144 0.001 -0.216
H 4.049295 0.381122 1.194023 -0.051 -0.132 0.232
H 6.240627 -0.046049 2.225716 -0.213 -0.064 -0.020
H 5.714101 -1.587173 2.895615 0.028 0.103 -0.136
H 5.896911 -1.390753 1.141550 -0.058 0.048 0.113
Br -0.002598 -1.247329 3.396056 0.682 -1.476 1.113
P -2.931348 -0.899065 -2.337249 1.947 -1.300 0.750
C -1.302668 -1.605223 -1.957609 0.197 -0.003 0.027
C -1.352856 -3.091052 -1.624916 0.612 -0.107 0.058
H -0.927544 -1.000187 -1.116080 0.157 -0.355 -0.182
H -0.661612 -1.407730 -2.831014 -0.091 -0.085 0.360
H -0.325389 -3.448706 -1.493745 -0.188 -0.200 -0.098
H -1.880341 -3.278889 -0.687115 0.224 0.019 -0.211
H -1.835093 -3.659036 -2.431165 0.161 0.027 0.241
C -3.821161 -1.112501 -0.720124 -1.723 -1.106 -0.354
C -4.379333 -2.491011 -0.415727 -0.420 -0.238 0.367
H -4.623824 -0.363738 -0.685228 0.167 -0.216 0.103
H -3.080903 -0.819482 0.038090 0.198 0.057 -0.603
H -4.556617 -2.552952 0.666364 -0.128 -0.160 -0.232
H -5.331798 -2.640062 -0.936870 0.206 -0.076 0.155
H -3.693996 -3.295276 -0.695461 -0.399 0.216 0.095
C -2.934793 -0.618655 -4.175230 -1.530 -0.168 -0.393
C -3.866472 -1.514404 -4.971332 -0.704 0.210 -0.365
H -1.901997 -0.683856 -4.546679 -0.180 0.074 0.646
H -3.266784 0.433188 -4.267754 0.207 -0.415 -0.285
H -4.324874 -0.905583 -5.763068 0.052 -0.450 0.059
H -3.323091 -2.337869 -5.432002 -0.176 -0.107 0.106
H -4.673774 -1.890111 -4.319708 0.289 -0.001 -0.568
C 1.369675 1.017160 5.722967 0.278 -0.194 0.053
C 1.157657 2.138306 4.739194 -0.247 0.753 -0.495
N 0.176414 3.017660 5.121892 0.479 -0.301 -0.311
O 1.767004 2.270051 3.672961 -0.508 -0.461 0.982
H 1.724427 1.419269 6.682034 -0.123 -0.120 -0.231
H 2.122584 0.336636 5.324535 -0.070 0.041 0.113
H 0.435692 0.465955 5.891675 0.233 0.193 0.039
H 0.080406 3.863413 4.579210 -0.035 -0.053 0.141
H -0.196910 2.994013 6.059959 0.078 0.066 -0.220
```
Forces are in eV/Å.

The value obtained for the maximum force is 5.20 eV Å⁻¹. The net charge is +2. The calculation puts the orbital gap (alpha / beta) at 7.52 / 5.06 eV. As for the spin multiplicity: 2.

---

Entry 2:
The following is a quantum chemistry calculation of C27H43BrF3IN4O7SSr as an isolated structure, from the OMol25 dataset.

The geometry in XYZ format:
```
88
Properties=species:S:1:pos:R:3:forces:R:3
Sr 11.384885 9.640993 10.289936 0.599 0.692 -0.941
C 5.825940 5.439533 8.809033 -0.959 -0.306 0.299
C 7.268878 5.546939 8.423493 0.557 1.491 0.079
C 7.320619 6.652408 7.274435 0.691 -0.670 0.165
C 7.010858 8.151377 7.507433 -0.453 1.426 -0.373
C 7.954702 8.881583 6.491612 -1.619 0.371 0.732
C 5.575591 8.628601 7.119025 0.158 -0.176 1.186
N 7.352903 8.573501 8.941464 -0.005 -2.124 0.830
C 6.225692 8.727616 9.924725 -0.721 -0.334 0.010
C 6.127391 10.049096 10.649814 0.840 1.128 -1.257
N 7.240525 10.339530 11.575706 -0.761 0.772 -1.456
C 7.880849 11.704535 11.267379 -0.842 -1.061 -0.260
C 9.182438 11.313923 10.582460 -1.108 -0.130 0.181
O 10.223690 11.674110 11.168971 0.504 -0.390 -0.416
O 9.096454 10.485696 9.615453 0.952 0.743 0.216
C 6.981381 10.156120 12.989402 -0.152 2.276 0.645
C 8.330976 10.090057 13.715833 -0.051 -0.402 1.000
C 5.940148 9.135099 13.462991 -0.939 0.281 -1.251
C 6.175856 7.602906 13.537246 -1.868 1.068 0.225
C 4.740720 7.043261 13.361850 0.124 -0.418 -1.922
C 6.523031 7.292128 14.976926 -0.699 -0.929 0.447
N 7.152859 7.168755 12.550112 -0.018 0.757 0.139
C 7.043512 5.876561 11.934314 -1.263 -0.052 0.170
C 8.117411 5.407276 10.915121 -0.387 -0.147 0.288
N 8.183348 6.015918 9.537975 1.713 -0.332 -0.926
C 9.655379 5.763818 9.001245 -0.851 -0.938 -1.300
C 10.509239 7.071296 9.049855 -0.671 -1.268 -0.197
O 10.209709 7.556694 10.219723 1.531 0.998 -1.078
O 11.265280 7.451382 8.109799 -1.740 -0.202 2.916
H 5.220874 5.253476 7.923074 0.063 -0.094 -0.168
H 5.441602 6.372607 9.222247 0.162 -0.005 0.063
H 5.560500 4.650986 9.508604 0.278 -0.141 0.195
H 7.706589 4.607045 8.047402 -0.592 0.176 -0.169
H 6.674057 6.366186 6.449339 -0.249 -0.385 0.024
H 8.312902 6.670541 6.802898 -0.003 -0.401 0.491
H 7.948490 8.312711 5.562884 -0.075 0.165 -0.070
H 8.935507 8.825230 6.907421 0.975 0.457 0.032
H 7.559299 9.912801 6.305049 0.828 -0.753 0.203
H 5.407963 8.290209 6.129618 -0.134 -0.080 -1.191
H 5.389424 9.719928 7.183965 0.626 -0.506 -0.097
H 4.774403 8.191727 7.704293 -0.061 -0.357 0.100
H 8.021117 9.356458 9.051597 -0.005 0.416 -0.123
H 7.871678 7.670216 9.350895 -0.270 0.956 -0.451
H 6.283622 7.983724 10.701279 0.659 -0.465 0.109
H 5.267104 8.497078 9.446306 0.352 0.470 -0.076
H 5.113132 10.064464 11.064055 0.191 0.293 0.312
H 6.176101 10.839121 9.869953 -0.310 -0.309 0.418
H 8.167253 12.220340 12.160063 -0.012 0.056 0.717
H 7.237405 12.447036 10.721092 0.330 -1.075 0.085
H 6.473394 11.146139 13.308987 0.683 -1.082 0.077
H 8.907840 9.177181 13.522486 -0.112 0.109 -0.496
H 8.077296 9.969017 14.775190 0.306 0.487 0.152
H 9.023952 10.949516 13.570827 -0.726 -0.521 0.047
H 4.995943 9.254137 12.856037 1.082 0.240 0.364
H 5.619923 9.492309 14.444146 0.166 -0.147 0.110
H 4.063696 7.593956 14.009703 0.013 -0.032 0.029
H 4.706635 5.995681 13.615026 -0.110 -0.461 0.280
H 4.337030 7.096176 12.296315 0.557 0.246 1.180
H 5.780874 7.589973 15.760487 0.292 -0.151 -0.977
H 7.413083 7.791253 15.208827 1.590 0.567 0.589
H 6.662763 6.222846 15.048821 0.245 -0.417 0.347
H 8.049882 7.486338 12.829887 0.983 -0.116 0.025
H 6.064896 5.986782 11.486912 -0.259 -0.619 -0.884
H 6.817400 5.091918 12.692214 0.865 -0.126 -0.341
H 7.895578 4.317702 10.828287 0.582 0.428 -0.009
H 9.116323 5.593997 11.385394 -0.845 -0.351 -0.537
H 9.714635 5.193775 8.009098 -0.684 1.331 0.861
H 10.069612 4.972510 9.627270 0.349 0.470 0.493
Br 11.541475 9.031426 17.298935 -0.172 1.115 -0.921
C 11.642770 10.685280 16.259249 -0.153 0.432 1.150
C 11.184074 11.904546 16.830016 -0.334 -1.252 1.306
C 11.285029 13.119394 16.217513 0.937 -0.993 -2.150
C 12.075144 13.186746 15.025950 -0.733 0.653 1.313
C 12.667199 12.047225 14.550094 0.115 0.095 -0.821
C 12.288838 10.783850 15.061909 0.958 0.368 -1.028
I 12.699312 9.230646 13.724649 0.136 -0.467 0.408
H 10.726775 11.893252 17.826629 -0.001 -0.323 -0.479
H 10.689184 13.910571 16.590067 -0.010 0.956 0.332
H 12.205920 14.134279 14.506085 0.157 -0.204 0.195
H 13.408980 12.158847 13.724977 -0.996 -0.465 0.525
F 13.003294 12.917117 6.329142 0.623 -0.071 1.538
C 13.834330 12.500427 7.312895 1.372 0.475 0.565
F 13.722615 13.203073 8.499024 0.292 0.330 -2.032
F 15.105180 12.684792 6.829947 -1.343 -0.352 0.737
S 13.342605 10.801728 7.850948 -1.144 -1.081 2.538
O 14.231319 10.014802 8.766633 -1.230 2.536 -0.347
O 13.122088 10.061815 6.682450 -0.366 -0.693 -2.701
O 12.071194 11.313510 8.495400 1.600 -1.456 0.006
```
Forces are in eV/Å.

The value obtained for the maximum force is 3.40 eV Å⁻¹. The calculation puts the orbital gap at 8.12 eV. As for the spin multiplicity: 1.

---

Entry 3:
The following is a quantum chemistry calculation of C27H43BrFeN2P2 as an isolated structure, from the OMol25 dataset.

The geometry in XYZ format:
```
76
Properties=species:S:1:pos:R:3:forces:R:3
N -5.449844 3.092101 -4.332354 0.109 -0.182 -0.077
C -5.312491 3.290947 -3.020589 0.413 -0.640 -0.228
C -4.323173 2.641249 -2.265250 0.486 0.056 -0.496
C -3.342900 1.844620 -2.904183 -1.545 -0.379 -0.830
C -3.617694 1.516013 -4.260807 -0.563 0.492 0.119
C -4.664779 2.183045 -4.934013 0.251 -0.262 0.568
C -2.037247 1.612490 -2.254172 1.298 1.295 -1.107
Fe -0.567935 0.218039 -1.732609 0.161 -1.791 -1.144
P 2.799469 -0.574127 -0.974591 0.208 1.916 0.228
C -0.855968 1.492014 -3.105678 -1.760 0.523 0.169
C 0.354633 2.292801 -2.931490 0.161 -0.094 0.015
C 1.372366 2.186902 -3.907969 0.313 0.608 0.164
C 2.440769 3.077969 -3.904142 -0.919 0.064 0.862
C 2.494127 4.023535 -2.857617 -0.644 -0.472 -0.160
C 1.492418 4.151019 -1.884353 -0.104 -0.496 -0.253
C 0.421988 3.262240 -1.915569 0.389 -0.020 -0.396
Br 3.958125 5.123492 -2.768230 0.916 0.807 0.032
H -1.965074 2.199004 -1.308563 -0.003 -0.293 -0.994
H -0.924165 0.977381 -4.072496 -0.384 0.498 0.174
H -4.271417 2.832198 -1.202980 0.190 0.153 0.096
H -3.047447 0.768074 -4.812282 0.106 0.350 0.121
H -5.992941 4.012563 -2.555231 0.228 -0.357 -0.150
H -4.869652 1.995074 -6.009561 0.216 0.103 0.897
H 1.338831 1.430627 -4.694918 -0.333 0.265 0.108
H -0.408587 3.338529 -1.213498 0.350 0.241 -0.193
H 3.159324 3.088672 -4.711754 0.181 -0.048 0.181
H 1.505563 4.950392 -1.145824 0.267 -0.205 -0.176
P -1.290627 -2.107029 -1.716123 0.034 -1.395 -0.506
C 3.600192 1.067292 -0.887010 0.505 -0.380 0.483
C 5.087952 1.020859 -1.236122 0.334 0.104 -0.039
H 3.448120 1.486564 0.114839 0.027 -0.207 -0.102
H 3.046877 1.696890 -1.591702 -0.051 -0.031 -0.020
H 5.515849 2.017436 -1.122115 -0.007 -0.050 -0.091
H 5.652004 0.345307 -0.581742 -0.198 0.137 -0.101
H 5.242395 0.697696 -2.267736 0.067 0.116 0.138
C 2.306309 -0.673864 -2.704465 -0.613 -0.695 -0.152
C 3.432609 -1.234426 -3.576522 0.419 -0.308 -0.176
H 2.094264 0.359108 -3.000322 -0.036 -0.175 0.211
H 1.387954 -1.276079 -2.808355 0.350 0.163 0.043
H 3.065081 -1.394482 -4.595342 0.030 -0.005 0.205
H 4.282651 -0.542399 -3.642810 -0.289 -0.225 0.053
H 3.797829 -2.192134 -3.179122 -0.084 0.239 -0.266
C 1.654963 -0.603982 0.441069 -0.550 -0.743 -0.331
C 2.419357 -1.154009 1.663550 0.225 -0.002 0.150
H 0.810967 -1.274898 0.170163 0.512 0.392 0.282
H 1.266723 0.417638 0.602314 0.290 -0.427 -0.190
H 1.718396 -1.618598 2.372789 0.295 0.150 -0.240
H 3.136666 -1.914601 1.320172 -0.225 0.088 0.455
H 2.978763 -0.362975 2.191017 -0.210 -0.336 -0.274
C -1.079800 -3.167858 -0.181106 0.149 0.504 -0.085
C -1.813519 -4.510414 -0.019949 -0.014 -0.042 -0.108
H -1.330224 -2.512517 0.664290 0.086 -0.160 -0.034
H 0.004071 -3.352176 -0.132560 -0.139 0.047 0.091
H -2.899238 -4.409165 0.108878 0.309 0.120 -0.140
H -1.622720 -5.207831 -0.846234 -0.045 0.240 0.140
H -1.433707 -4.988920 0.890749 -0.089 0.062 -0.190
C -0.368624 -3.102555 -2.958612 -0.230 -0.213 0.186
C -0.369565 -2.561405 -4.391179 0.080 -0.265 -0.201
H -0.831648 -4.102529 -2.941713 0.382 0.162 -0.066
H 0.659120 -3.187857 -2.568793 -0.227 -0.223 -0.184
H -1.376562 -2.502149 -4.820756 0.170 -0.022 0.175
H 0.090004 -1.569877 -4.493690 -0.076 -0.083 0.124
H 0.205885 -3.255116 -5.019803 -0.167 0.259 0.059
C -3.030329 -2.462031 -2.177116 0.526 -0.212 -0.279
C -4.024148 -1.881449 -1.179471 -0.483 0.264 0.098
H -3.069171 -3.567204 -2.193433 -0.154 0.471 -0.205
H -3.192351 -2.088492 -3.204587 0.009 -0.195 0.467
H -4.797299 -1.331913 -1.723340 0.056 0.016 0.277
H -4.523237 -2.660071 -0.600925 0.043 0.008 -0.084
H -3.565822 -1.199348 -0.451063 -0.079 -0.018 -0.234
C -1.361014 0.503833 2.575817 -0.665 0.038 0.906
C -1.388905 0.270308 1.168570 1.761 0.486 -3.709
N -1.110318 0.243728 0.027978 -1.908 0.430 5.693
H -0.457500 0.065491 3.009341 -0.203 -0.092 -0.029
H -2.262489 0.074987 3.017291 0.169 0.021 0.309
H -1.353779 1.583151 2.761216 -0.073 -0.146 -0.040
```
Forces are in eV/Å.

The value obtained for the maximum force is 6.02 eV Å⁻¹. The net charge is +2. The calculation puts the orbital gap (alpha / beta) at 6.65 / 4.41 eV. As for the spin multiplicity: 5.

---

> The lowest maximum force belongs to which entry?

C27H43BrF3IN4O7SSr